1.
An isolated molecule of C12H10N6O4, computed with the ωB97M-V functional and the def2-TZVPD basis.

Each line ends with the Löwdin charge.
Positions of all 32 atoms, in Å:
1 N 4.557 0.579 -4.519  0.19
2 N -3.717 2.092 -1.670  0.20
3 O -3.132 -1.875 3.346  0.13
4 O -1.079 -3.572 1.102  0.11
5 O 2.096 -2.483 2.872  0.06
6 N 4.079 0.971 -2.181  0.04
7 N -1.921 0.570 -0.877  0.02
8 N 4.278 0.746 -3.342  -0.24
9 N -2.961 1.319 -1.182  -0.17
10 O -3.644 -3.516 1.821  0.16
11 C -2.782 -2.695 2.504  -0.39
12 C -1.331 -2.908 2.139  -0.23
13 C 1.081 -2.091 2.241  -0.32
14 C 2.561 -1.214 0.433  0.10
15 C 0.368 -0.205 0.778  0.01
16 C 1.683 0.470 -1.127  0.02
17 C 1.257 -1.190 1.094  -0.13
18 C 2.758 -0.346 -0.728  -0.17
19 C 0.469 0.475 -0.428  -0.21
20 C -0.202 -2.344 2.949  -0.04
21 C 4.083 -0.296 -1.437  -0.15
22 C -0.637 1.313 -0.935  -0.19
23 H -3.031 -3.937 1.296  0.04
24 H 3.303 -1.903 0.766  0.11
25 H -0.493 0.040 1.311  0.11
26 H 1.747 0.937 -2.063  0.09
27 H -0.086 -3.083 3.766  0.16
28 H -0.398 -1.319 3.413  0.17
29 H 4.124 -1.273 -2.019  0.15
30 H 4.904 -0.332 -0.762  0.11
31 H -0.695 2.228 -0.321  0.13
32 H -0.391 1.653 -2.011  0.14

Summary:
F_max in eV Å⁻¹: 10.3
Orbital gap in eV: 8.41
ΔE to the lowest compared entry with this formula, charge and spin in kcal per mole: 22.2
DFT total energy in eV: -29730.472
2S+1: 1

2.
An isolated molecule of C12H10O2, computed with the ωB97M-V functional and the def2-TZVPD basis.

Each line ends with the Löwdin charge.
Positions of all 24 atoms, in Å:
1 O -0.749 -1.775 1.468  0.02
2 C -1.496 -0.961 0.531  -0.19
3 C -2.910 -0.966 0.427  -0.01
4 C -3.529 0.184 -0.122  -0.11
5 C -2.835 1.204 -0.710  -0.11
6 C -1.423 1.099 -0.828  -0.01
7 C -0.756 0.036 -0.163  -0.13
8 C 0.806 0.066 -0.016  -0.17
9 C 1.336 1.133 0.733  -0.01
10 C 2.770 1.176 0.758  -0.10
11 C 3.577 0.237 0.145  -0.10
12 C 2.960 -0.754 -0.615  0.01
13 C 1.512 -0.788 -0.786  -0.32
14 O 0.930 -1.827 -1.364  0.06
15 H 0.193 -1.559 1.578  0.10
16 H -3.482 -1.798 0.787  0.10
17 H -4.657 0.390 0.091  0.14
18 H -3.300 2.186 -1.067  0.13
19 H -0.893 1.836 -1.315  0.09
20 H 0.691 1.853 1.277  0.13
21 H 3.099 2.036 1.423  0.11
22 H 4.630 0.043 0.338  0.11
23 H 3.571 -1.539 -0.993  0.10
24 H -0.047 -1.512 -1.577  0.17

Summary:
F_max in eV Å⁻¹: 5.0
Orbital gap in eV: 9.43
ΔE to the lowest compared entry with this formula, charge and spin in kcal per mole: 24.8
DFT total energy in eV: -16699.577
2S+1: 1

3.
An isolated molecule of C12H11Cl2NS, computed with the ωB97M-V functional and the def2-TZVPD basis.

Each line ends with the Löwdin charge.
Positions of all 27 atoms, in Å:
1 Cl -4.164 -1.682 -0.241  0.68
2 C -2.708 -0.836 0.129  -0.69
3 C -1.554 -1.543 0.426  -0.09
4 C -0.384 -0.868 0.724  -0.04
5 C -0.349 0.521 0.732  -0.21
6 C 0.942 1.269 0.968  -0.18
7 N 1.537 1.787 -0.255  -0.07
8 C 1.940 0.764 -1.208  -0.24
9 C 3.043 -0.071 -0.647  -0.55
10 C 3.123 -1.426 -0.568  -0.15
11 C 4.322 -1.877 0.031  -0.19
12 C 5.130 -0.853 0.403  -0.42
13 S 4.450 0.682 0.025  1.04
14 C -1.508 1.225 0.431  -0.06
15 C -2.683 0.556 0.134  -0.68
16 Cl -4.111 1.454 -0.227  0.68
17 H -1.580 -2.621 0.422  0.11
18 H 0.510 -1.425 0.956  0.11
19 H 1.674 0.611 1.441  0.11
20 H 0.767 2.124 1.627  0.12
21 H 0.894 2.433 -0.703  0.11
22 H 2.296 1.286 -2.103  0.12
23 H 1.114 0.095 -1.506  0.12
24 H 2.356 -2.086 -0.933  0.11
25 H 4.563 -2.914 0.178  0.10
26 H 6.089 -0.900 0.880  0.06
27 H -1.505 2.305 0.434  0.12

Summary:
F_max in eV Å⁻¹: 0.5
Orbital gap in eV: 9.58
DFT total energy in eV: -49992.734
2S+1: 1

What is the formula in the first record? C12H10N6O4